94
Properties=species:S:1:pos:R:3:forces:R:3 method="wB97M-V/def2-TZVPD" gap_ha=0.234 relative_energy_kcal_mol=29.1 charge=-1
Pb 1.15279 0.74001 -0.07168 -0.7453 -0.3166 0.2079
C 2.22031 2.88064 -3.17699 0.0178 -0.1305 0.0856
C 3.28178 2.56926 -2.18273 0.2202 -0.0214 0.1798
C 4.63290 2.91323 -2.24277 0.0396 -0.1427 0.2281
C 5.18745 2.39656 -1.08249 0.0473 0.1825 -0.3319
C 6.60584 2.44670 -0.63237 -0.0818 -0.0535 0.1062
N 4.20644 1.79111 -0.38935 0.6358 0.2731 0.1107
N 3.05158 1.89364 -1.06290 -0.3020 0.3666 -0.4410
B 4.36670 0.99890 0.94169 -0.2905 -0.0929 -0.2757
N 4.11758 -0.47584 0.59785 0.5679 -0.3587 0.2702
N 3.08867 -0.82740 -0.19281 -0.1650 -0.2383 -0.3407
C 3.21451 -2.12344 -0.46901 0.2784 0.1088 0.1944
C 2.26331 -2.85077 -1.34441 -0.0362 0.1917 0.0908
C 4.34893 -2.62264 0.16103 0.0148 0.2657 0.0960
C 4.88563 -1.54845 0.84897 0.0152 -0.2702 -0.1492
C 6.04422 -1.58545 1.77751 -0.1332 0.1754 0.0238
N 3.40424 1.55166 1.99961 0.4036 -0.0305 0.4127
N 2.16530 1.98161 1.69387 -0.4393 0.4271 -0.2159
C 1.66058 2.59330 2.76519 0.2335 0.0033 0.0610
C 0.34656 3.28129 2.75576 0.0020 -0.1527 -0.0402
C 2.59064 2.53563 3.79817 0.1547 -0.1642 -0.2356
C 3.67407 1.84676 3.28116 -0.2296 0.2656 0.3200
C 4.87733 1.41290 4.03212 0.0382 -0.0562 -0.1807
H 2.28377 3.92782 -3.47043 -0.0992 0.0031 -0.0348
H 1.24249 2.69137 -2.74262 -0.2042 0.0244 -0.0799
H 2.34328 2.26599 -4.07112 -0.0913 0.0268 -0.0126
H 5.12098 3.45614 -3.02894 0.1722 0.0933 -0.0589
H 7.20647 3.00249 -1.34874 -0.0069 -0.0071 -0.0522
H 7.00286 1.43611 -0.53875 0.1278 0.0236 0.0405
H 6.68106 2.93458 0.33813 0.0962 -0.0157 0.0550
H 5.47597 1.14124 1.32699 0.2436 -0.0223 0.1117
H 2.18728 -2.35222 -2.30850 -0.0985 -0.0344 -0.1251
H 1.28734 -2.86776 -0.86949 -0.2525 -0.1258 -0.0412
H 2.60129 -3.87037 -1.50233 -0.0185 -0.0957 0.0058
H 4.71889 -3.62722 0.14823 0.0648 -0.2382 0.0101
H 6.69767 -2.41123 1.50276 0.0679 0.0245 0.0547
H 5.67539 -1.74680 2.79018 0.0352 -0.0221 0.1013
H 6.59664 -0.65171 1.76523 0.1755 0.0602 0.0127
H -0.19929 2.99127 1.86595 -0.1849 0.1413 0.0001
H 0.48899 4.36276 2.74052 -0.0021 0.0438 0.0154
H -0.22623 3.02088 3.64273 -0.0723 -0.0167 0.0645
H 2.48468 2.93390 4.78766 -0.0001 0.0087 0.1998
H 4.90952 1.95174 4.97606 0.0735 -0.0350 0.0540
H 5.79294 1.59890 3.47759 0.1443 -0.0116 -0.0043
H 4.79548 0.34460 4.23263 0.0764 -0.0596 0.0378
Br -11.94848 -2.55996 2.29353 0.2134 0.0620 -0.0224
C -10.10740 -2.11279 2.00577 -0.3249 -0.0905 0.0132
C -9.28298 -3.03113 1.37754 -0.3453 0.0132 0.1549
C -7.96586 -2.69995 1.15515 0.2163 0.3570 0.0566
C -7.46096 -1.44789 1.53493 -1.3229 -0.0280 0.3215
C -8.32310 -0.54304 2.17816 0.4448 -0.1294 -0.1181
C -9.63863 -0.87314 2.41066 -0.2280 -0.1423 0.0537
N -6.18109 -1.16924 1.14036 2.1369 1.3714 0.0457
N -5.68341 -0.06076 1.59639 -1.8252 -1.4161 -0.0543
C -4.48333 0.36763 1.18732 0.7955 0.3592 -0.1462
C -4.09481 1.60441 1.74534 -0.0859 -0.3502 -0.1298
C -2.93723 2.24714 1.40950 0.3132 0.1767 0.0797
C -2.00539 1.68814 0.49501 -0.1265 0.5037 0.1436
O -0.94906 2.28355 0.14309 -0.0833 -0.1160 -0.0551
C -2.35720 0.38779 -0.06010 -0.4292 -0.3886 0.0251
N -1.46855 -0.13654 -0.91119 -0.1493 0.0861 -0.4027
C -1.75275 -1.23946 -1.57114 0.0678 -0.1603 0.1622
C -2.94051 -1.94116 -1.33469 -0.0040 0.0752 0.1711
C -3.83950 -1.45993 -0.41354 0.0927 -0.3009 -0.2454
C -3.58228 -0.24678 0.24479 0.0221 0.1185 0.1037
H -9.68149 -3.98200 1.05579 0.0137 -0.0678 0.0201
H -7.30362 -3.39154 0.65959 0.1114 -0.0688 -0.0872
H -7.92937 0.41853 2.46895 -0.0215 0.0756 -0.0064
H -10.30526 -0.17011 2.88920 -0.0352 0.0088 0.0320
H -4.77135 2.04147 2.46840 -0.0635 0.0169 -0.0180
H -2.68702 3.20080 1.85320 0.0003 0.0591 -0.0126
H -0.66652 -2.72585 -2.66132 0.1681 -0.0213 -0.0146
H -3.13411 -2.86526 -1.85755 -0.0279 -0.1242 -0.0756
H -4.75086 -1.98701 -0.17904 0.0979 0.0189 -0.0980
C -1.91133 0.19311 -3.94690 0.1788 -0.1499 -0.0707
C -1.07003 -1.08472 -4.02760 0.0320 -0.0060 -0.1314
C -1.83895 -2.14247 -4.82248 0.1529 0.2161 0.1104
C 0.26224 -0.78021 -4.72630 -0.2782 -0.1417 0.0754
C -0.75111 -1.63832 -2.61165 -0.1687 0.1228 -0.0641
H -1.97923 0.66193 -4.92769 -0.0107 0.0284 -0.1230
H -1.47075 0.90023 -3.24774 0.0082 0.1316 0.0302
H -2.92024 -0.03537 -3.60556 -0.0773 0.0679 0.0571
H -2.13888 -1.74465 -5.79019 -0.0611 -0.0007 -0.1417
H -2.73433 -2.43857 -4.28076 -0.1520 -0.0780 0.0125
H -1.21981 -3.02411 -4.98469 0.0180 -0.1141 -0.0230
H 0.10771 -0.52658 -5.77452 -0.0257 0.0792 -0.0936
H 0.92261 -1.64501 -4.68584 0.0979 -0.1223 -0.0016
H 0.76525 0.05035 -4.23508 0.0823 0.1252 0.0481
H 0.20229 -1.21611 -2.29753 0.0645 -0.1143 0.0401
F 0.78071 -0.67603 2.13403 -0.3723 0.6928 -0.7094
B 1.49923 -1.50458 3.04205 -0.1556 -0.2126 0.1225
F 2.82636 -1.12646 3.03686 1.0414 0.3226 -0.0329
F 1.37000 -2.80378 2.60880 -0.0533 -0.9106 -0.3502
F 0.97556 -1.34627 4.29953 -0.4357 0.1682 0.8183